(1)
129
Properties=species:S:1:pos:R:3 method="wB97M-V/def2-TZVPD" lumo_ev=-3.0 energy_ev=-81561.465 homo_energy_ev=-10.20 gap_ev=7.239 total_charge=+1 de_lowest_kcal_mol=65.6 spin_multiplicity=1
F -1.289 2.505 3.472
C -1.278 1.397 2.598
F -2.504 0.770 2.767
F -0.208 0.597 3.062
C -1.011 1.982 1.141
F 0.356 2.313 1.088
F -1.692 3.214 0.997
C -1.489 1.070 -0.073
F -1.307 1.861 -1.240
F -2.856 0.753 -0.052
C -0.647 -0.258 -0.326
F -1.153 -0.805 -1.552
F 0.711 0.031 -0.609
C -0.840 -1.401 0.765
C 0.686 -1.785 1.191
C 0.361 -3.021 2.223
C -0.831 -3.722 1.348
N -1.294 -2.758 0.255
H -1.543 -1.246 1.639
H 1.281 -0.921 1.645
H 1.233 -2.363 0.361
H -0.178 -2.737 3.192
H 1.179 -3.811 2.335
H -0.227 -4.490 0.745
H -1.654 -4.251 1.937
H -0.637 -3.013 -0.506
H -2.307 -2.769 0.042
C -2.765 7.317 -0.041
C -2.838 8.584 0.806
C -2.077 8.481 2.142
O -2.737 7.708 3.140
C -2.585 6.308 2.995
N -4.247 8.937 1.015
H -3.436 6.533 0.316
H -3.057 7.535 -1.072
H -1.748 6.915 -0.062
H -2.368 9.386 0.227
H -1.995 9.489 2.562
H -1.050 8.123 1.996
H -1.601 6.038 2.599
H -3.376 5.909 2.356
H -2.699 5.851 3.980
H -4.294 9.839 1.484
H -4.625 8.287 1.705
C 5.224 -2.645 0.423
C 4.651 -3.928 1.018
C 5.420 -5.199 0.610
O 5.169 -5.637 -0.721
C 5.890 -4.934 -1.720
N 3.228 -4.025 0.663
H 4.954 -2.510 -0.626
H 4.839 -1.774 0.961
H 6.314 -2.628 0.500
H 4.726 -3.838 2.107
H 5.084 -6.017 1.255
H 6.497 -5.092 0.784
H 6.887 -4.638 -1.378
H 5.324 -4.060 -2.048
H 6.002 -5.592 -2.582
H 2.824 -4.824 1.150
H 3.181 -4.296 -0.320
C -5.320 -0.256 -1.441
C -4.442 -0.892 -2.515
C -5.105 -0.952 -3.903
O -6.097 -1.963 -4.035
C -7.363 -1.622 -3.494
N -4.021 -2.228 -2.060
H -6.095 -0.931 -1.074
H -4.712 0.021 -0.578
H -5.804 0.651 -1.812
H -3.547 -0.267 -2.609
H -4.331 -1.206 -4.635
H -5.506 0.023 -4.203
H -7.590 -0.558 -3.613
H -7.411 -1.906 -2.440
H -8.123 -2.199 -4.021
H -3.350 -2.604 -2.728
H -4.826 -2.849 -2.155
C 9.977 -9.419 1.756
C 9.624 -7.937 1.677
C 8.730 -7.449 2.833
O 7.363 -7.837 2.727
C 7.096 -9.168 3.139
N 9.013 -7.661 0.370
H 9.157 -10.065 1.435
H 10.825 -9.641 1.103
H 10.258 -9.703 2.773
H 10.565 -7.379 1.737
H 8.723 -6.354 2.815
H 9.137 -7.740 3.809
H 7.731 -9.476 3.975
H 7.213 -9.853 2.298
H 6.054 -9.220 3.459
H 8.880 -6.656 0.276
H 8.061 -8.029 0.396
C 0.533 12.086 4.730
C 0.441 13.574 4.405
C -0.902 13.990 3.775
O -1.052 13.624 2.406
C -1.420 12.274 2.196
N 1.575 13.946 3.550
H 0.722 11.473 3.846
H 1.358 11.901 5.423
H -0.386 11.729 5.204
H 0.537 14.117 5.351
H -0.959 15.083 3.792
H -1.754 13.628 4.365
H -2.087 11.901 2.980
H -0.528 11.648 2.124
H -1.942 12.210 1.239
H 1.575 14.956 3.424
H 1.380 13.588 2.614
C -4.168 -6.016 -7.773
C -4.252 -4.741 -6.940
C -3.493 -4.824 -5.600
O -4.147 -5.591 -4.593
C -3.984 -6.993 -4.721
N -5.664 -4.395 -6.739
H -4.833 -6.801 -7.410
H -4.459 -5.811 -8.807
H -3.148 -6.411 -7.788
H -3.786 -3.941 -7.526
H -3.419 -3.810 -5.192
H -2.463 -5.176 -5.742
H -2.998 -7.260 -5.114
H -4.770 -7.408 -5.355
H -4.094 -7.439 -3.731
H -5.717 -3.489 -6.277
H -6.038 -5.041 -6.043

(2)
84
Properties=species:S:1:pos:R:3 method="wB97M-V/def2-TZVPD" lumo_ev="-5.2 / -8.6" energy_ev=-70666.053 s2=6.03 homo_energy_ev="-12.36 / -11.46" gap_ev="7.148 / 2.864" total_charge=+2 de_lowest_kcal_mol=0.0 spin_multiplicity=5
Ru 1.526 -2.501 -2.579
C -1.697 2.217 -2.252
C -2.443 1.025 -2.062
C -2.725 2.343 -0.201
C -1.871 3.029 -1.102
C -3.081 1.101 -0.798
C -0.880 2.591 -3.426
H -0.947 1.832 -4.211
H 0.183 2.713 -3.167
H -1.218 3.549 -3.854
C -1.314 4.374 -0.878
H -0.736 4.700 -1.747
H -0.642 4.386 -0.009
H -2.114 5.110 -0.707
C -3.177 2.872 1.098
H -3.711 3.830 0.976
H -2.327 3.067 1.773
H -3.861 2.175 1.596
C -3.947 0.048 -0.227
H -4.872 -0.059 -0.813
H -4.238 0.273 0.804
H -3.449 -0.933 -0.237
C -2.564 -0.105 -3.004
H -3.620 -0.333 -3.228
H -2.116 -1.016 -2.572
H -2.055 0.111 -3.952
C 3.370 -2.996 -2.076
C 3.123 -3.166 -3.489
C 2.819 -4.527 -4.064
C 1.501 -5.171 -3.543
C 0.597 -4.232 -2.781
C 0.855 -3.946 -1.386
C 1.990 -4.594 -0.630
C 3.406 -4.201 -1.154
H 3.660 -5.221 -3.906
H 1.705 -6.077 -2.959
H 2.724 -4.394 -5.149
H 3.890 -5.060 -1.639
H 4.043 -2.182 -1.790
H 3.602 -2.453 -4.167
H 4.010 -3.934 -0.273
H 1.926 -4.253 0.419
H -0.006 -3.659 -0.774
H 1.868 -5.690 -0.569
H 0.925 -5.495 -4.418
H -0.445 -4.188 -3.113
P 1.214 0.518 1.396
P -0.816 -1.342 1.735
C 1.872 -0.947 2.305
C 0.697 -1.866 2.684
H 2.432 -0.614 3.188
H 2.574 -1.470 1.642
H 0.913 -2.921 2.453
H 0.448 -1.775 3.742
C -1.733 -0.454 3.059
H -2.456 0.211 2.575
H -1.050 0.136 3.679
H -2.264 -1.179 3.692
C -1.851 -2.870 1.643
H -1.701 -3.520 2.514
H -1.608 -3.433 0.732
H -2.917 -2.598 1.598
C 2.462 0.900 0.159
H 1.958 1.147 -0.780
H 3.097 0.024 -0.014
H 3.071 1.764 0.461
C 1.037 -0.580 -3.031
H 0.342 -0.585 -3.889
H 1.992 -0.073 -3.292
H 0.559 -0.110 -2.153
Cl -0.751 6.111 6.926
C -0.302 5.310 5.485
C 0.674 5.870 4.650
C 1.111 5.159 3.529
C 0.603 3.874 3.315
C -0.464 3.371 4.057
C -0.926 4.096 5.155
C 1.146 3.065 2.194
O 1.375 3.514 1.079
O 1.352 1.737 2.525
H 1.084 6.845 4.893
H 1.827 5.580 2.825
H -0.931 2.432 3.750
H -1.739 3.717 5.761

(3)
55
Properties=species:S:1:pos:R:3 method="wB97M-V/def2-TZVPD" lumo_ev="4.0 / 4.0" energy_ev=-129588.275 s2=3.76 homo_energy_ev="-1.54 / -2.39" gap_ev="5.541 / 6.391" total_charge=-2 de_lowest_kcal_mol=0.0 spin_multiplicity=4
V 0.104 -0.113 0.660
Cl -4.389 2.108 1.647
C -3.417 1.137 2.713
C -3.848 0.954 4.027
C -3.126 0.195 4.908
Cl -3.712 -0.015 6.548
C -1.921 -0.420 4.504
C -1.103 -1.227 5.328
C 0.039 -1.777 4.821
C 0.391 -1.528 3.482
N -0.347 -0.779 2.699
C -1.492 -0.221 3.174
C -2.233 0.575 2.211
O -1.808 0.706 1.020
H -4.769 1.423 4.346
H -1.396 -1.399 6.355
H 0.681 -2.398 5.433
H 1.287 -1.946 3.037
N 3.445 0.850 0.918
C 3.219 -0.519 0.848
N 4.193 -1.414 0.913
N 3.558 -2.597 0.798
N 2.284 -2.417 0.702
N 2.026 -1.087 0.709
C 2.521 1.698 1.509
N 2.861 2.808 2.149
N 1.684 3.325 2.556
N 0.705 2.572 2.175
N 1.204 1.517 1.491
H 4.398 1.076 1.152
Cl -0.912 -2.158 -0.515
C 0.079 -2.190 -1.966
C 0.298 -3.431 -2.525
C 1.027 -3.530 -3.700
C 1.511 -2.370 -4.284
C 1.278 -1.142 -3.691
Cl 1.925 0.259 -4.503
C 0.565 -0.974 -2.485
S 0.303 0.569 -1.752
H -0.092 -4.310 -2.031
H 1.223 -4.496 -4.147
H 2.084 -2.406 -5.201
N 1.033 4.279 -0.592
C -0.130 4.077 -1.295
C -0.234 4.419 -2.647
C -1.442 4.241 -3.292
N -2.540 3.750 -2.720
C -2.418 3.399 -1.434
C -1.270 3.549 -0.683
H 1.892 4.212 -1.110
H 1.069 3.884 0.337
H 0.622 4.810 -3.185
H -1.531 4.506 -4.343
H -3.289 2.933 -0.987
H -1.237 3.203 0.343